Record 1
Formula: CH16O6
Source: OMol25
Level of theory: wB97M-V/def2-TZVPD

Geometry as XYZ:
```
23
Properties=species:S:1:pos:R:3:forces:R:3
C 0.131 1.930 -0.799 1.06 0.90 0.69
H 0.091 1.147 -1.503 -0.41 -1.37 -0.33
H 1.128 2.389 -1.070 -1.30 0.27 0.75
H 0.062 1.620 0.267 0.45 -0.15 -0.82
H -0.754 2.535 -0.968 0.28 0.61 -0.22
H 1.915 -1.989 -0.127 0.05 -0.07 -0.27
H 0.865 -1.837 0.946 0.10 -0.65 -1.80
O 0.987 -2.223 0.007 -0.19 0.87 1.53
H -3.086 -0.983 -1.064 0.17 -0.03 0.07
H -2.614 0.486 -1.006 -0.22 -1.53 0.94
O -2.839 -0.302 -0.430 0.02 1.59 -0.88
H -1.420 1.264 1.820 -0.14 -0.37 0.22
H -2.195 0.035 1.365 0.17 -0.14 -0.02
O -1.604 0.346 2.073 -0.04 0.47 -0.11
H 1.972 0.311 -0.375 0.47 -0.09 0.04
H 3.309 0.444 0.401 -0.18 -0.10 -0.26
O 2.905 0.035 -0.378 -0.23 0.16 0.20
H -0.039 -1.159 -1.554 -1.03 0.83 -1.14
H -0.636 -1.386 -2.943 -0.07 -0.58 -0.74
O -0.558 -0.695 -2.301 1.15 -0.65 1.90
H 1.151 0.055 2.397 -0.46 -2.04 0.11
H 0.189 -1.079 2.794 -2.18 0.03 0.81
O 1.038 -0.943 2.448 2.53 2.05 -0.69
```
Forces are in eV/Å.

Results
structure (SMILES): C.O.O.O.O.O.O
max |F|: 3.329 eV Å⁻¹
Kohn-Sham gap: 11.195 eV
charge: 0

=====

Record 2
Formula: C4H6N3
Source: OMol25
Level of theory: wB97M-V/def2-TZVPD

Geometry as XYZ:
```
13
Properties=species:S:1:pos:R:3:forces:R:3
C 2.703 -0.642 0.071 -1.10 2.79 -0.21
C 2.906 0.666 -0.139 -0.56 -2.63 0.22
C 1.580 0.260 -0.132 1.75 -1.11 0.03
C -0.983 0.340 -0.142 6.71 1.39 -0.63
N 0.535 0.928 -0.271 -6.87 0.21 0.38
N -1.148 -0.919 -0.317 -1.96 -2.99 -0.56
N -1.868 1.284 0.036 0.55 -1.54 -0.31
H 3.180 -1.480 0.467 0.37 -1.54 0.27
H 3.499 1.499 -0.099 1.57 1.65 -0.13
H -0.501 -1.703 -0.481 0.51 1.56 0.16
H -2.078 -1.328 -0.405 -0.08 0.52 0.25
H -1.459 2.075 0.450 0.24 1.59 0.33
H -2.789 1.012 0.269 -1.13 0.10 0.21
```
Forces are in eV/Å.

Results
structure (SMILES): NC(=[NH2+])N=c1cc1
max |F|: 6.886 eV Å⁻¹
Kohn-Sham gap: 10.726 eV
charge: +1

=====

Record 3
Formula: C6H10OS
Source: OMol25
Level of theory: wB97M-V/def2-TZVPD

Geometry as XYZ:
```
18
Properties=species:S:1:pos:R:3:forces:R:3
C 1.800 -0.103 1.482 -1.05 -0.66 0.90
C 0.631 0.583 0.790 -0.59 0.19 -0.13
C 1.148 0.093 -1.442 0.29 0.06 -0.37
C 0.633 -1.127 -1.360 -0.03 -0.48 -0.40
C -0.326 -1.561 -0.255 0.94 1.17 -0.20
C -0.621 -0.304 0.640 0.36 -0.77 0.61
H 2.553 0.628 1.656 0.87 0.40 -0.15
H 1.539 -0.496 2.502 -0.09 0.28 -0.93
H 2.139 -0.938 0.876 0.31 0.04 0.02
H 0.332 1.506 1.317 0.17 -0.47 -0.11
H 1.712 0.431 -2.321 -0.17 -0.13 0.50
H 0.908 -1.780 -2.203 -0.51 0.12 0.55
H -1.209 -1.951 -0.746 -0.41 0.03 0.22
H 0.098 -2.360 0.351 0.06 -0.05 0.08
H -0.841 -0.612 1.680 -0.21 -0.01 -0.64
H -2.761 0.570 1.188 0.37 0.12 -0.78
O 1.047 1.055 -0.498 0.12 0.33 0.09
S -2.027 0.692 0.035 -0.44 -0.18 0.72
```
Forces are in eV/Å.

Results
structure (SMILES): C[C@H]1OC=CC[C@@H]1S
max |F|: 1.531 eV Å⁻¹
Kohn-Sham gap: 9.354 eV
charge: 0

=====

| no. | HOMO (eV) |
| --- | --- |
| 1 | -10.87 |
| 2 | -13.87 |
| 3 | -8.64 |